one.
{
  "formula": "C3H7N3S",
  "method": "ωB97M-V/def2-TZVPD",
  "species": ["N", "N", "H", "C", "H", "S", "H", "H", "H", "C", "H", "C", "N", "H"],
  "positions_angstrom": [[-0.554, -0.348, -0.525], [1.289, -1.931, 0.136], [1.794, 1.846, 0.252], [0.028, -1.576, -0.131], [0.025, 0.718, 1.335], [2.365, -0.521, -0.040], [-0.835, -2.343, -0.101], [1.464, 1.229, -1.148], [-0.575, 1.620, -0.255], [1.405, 0.971, -0.169], [-2.279, 0.025, -0.650], [-0.047, 0.824, 0.264], [-1.978, -0.624, 0.023], [-2.101, 0.109, 1.007]],
  "lowdin_charge": [-0.1669, -0.2479, 0.0657, -0.3283, 0.1188, 0.8277, 0.1294, 0.0255, 0.1225, -0.5213, 0.0220, -0.2364, 0.0110, 0.1781],
  "total_charge": 0,
  "smiles": "NN1C=NSCC1"
}



two.
{
  "formula": "C3H7N3S",
  "method": "ωB97M-V/def2-TZVPD",
  "species": ["C", "N", "H", "S", "N", "H", "H", "N", "H", "C", "C", "H", "H", "H"],
  "positions_angstrom": [[0.259, -1.783, -0.126], [1.446, 1.067, -0.305], [-1.034, 2.385, 0.835], [2.579, 0.274, -0.970], [-0.587, 1.770, 0.073], [-1.278, 0.176, -1.103], [1.189, -1.585, -0.606], [0.711, 2.027, -0.246], [0.342, -2.528, 0.617], [-1.085, 0.437, 0.000], [-0.207, -0.577, 0.596], [0.289, -0.164, 1.510], [-0.617, -1.977, -0.719], [-2.008, 0.478, 0.445]],
  "lowdin_charge": [-0.1235, -0.6298, 0.1685, 0.6539, -0.0768, 0.1491, -0.0302, -0.0349, 0.0647, -0.2756, -0.1451, 0.1154, 0.0776, 0.0867],
  "total_charge": 0
}



Most stable structure - one; separation to the second - 129.7 kJ/mol.



one.
{
  "formula": "C3H7N3S",
  "method": "ωB97M-V/def2-TZVPD",
  "species": ["H", "H", "N", "H", "H", "C", "H", "S", "N", "C", "H", "C", "H", "N"],
  "positions_angstrom": [[-2.404, -2.247, 1.349], [-1.103, -1.196, 1.621], [-1.638, -1.719, 0.969], [-0.633, -0.384, -1.779], [2.491, 2.434, -0.277], [1.014, 0.865, -0.374], [1.042, 0.880, -1.448], [-2.679, -2.035, -1.400], [0.248, -0.036, 0.090], [1.937, 1.792, 0.404], [2.686, 1.166, 0.857], [-1.662, -1.380, -0.337], [1.372, 2.400, 1.123], [-0.671, -0.539, -0.797]],
  "lowdin_charge": [0.0921, 0.0739, 0.0842, 0.1027, 0.0671, -0.1924, 0.1016, 0.6051, 0.0343, -0.0611, 0.0657, -0.9939, 0.0807, -0.0600],
  "total_charge": 0,
  "smiles": "C/C=N/NC(N)=S"
}



two.
{
  "formula": "C3H7N3S",
  "method": "ωB97M-V/def2-TZVPD",
  "species": ["S", "H", "N", "C", "N", "C", "H", "H", "H", "H", "H", "N", "C", "H"],
  "positions_angstrom": [[1.202, 0.153, 0.669], [-1.738, 0.542, -1.235], [1.842, 1.545, 0.473], [0.149, -0.451, -1.606], [-1.178, -0.016, 1.812], [1.306, -0.519, -0.974], [2.188, -0.698, -1.550], [2.435, 1.862, 1.228], [-1.951, 0.468, 2.177], [-1.087, -0.949, 2.181], [-0.093, -0.621, -2.706], [-0.490, 0.105, 0.598], [-1.048, -0.227, -0.650], [-1.537, -1.194, -0.416]],
  "lowdin_charge": [0.8793, 0.1447, -0.3537, -0.1348, 0.0098, -0.2617, 0.0744, -0.0403, 0.0661, 0.0734, 0.1276, -0.4562, -0.2484, 0.1195],
  "total_charge": 0
}



three.
{
  "formula": "C3H7N3S",
  "method": "ωB97M-V/def2-TZVPD",
  "species": ["H", "C", "N", "N", "H", "C", "S", "H", "H", "H", "N", "H", "H", "C"],
  "positions_angstrom": [[-0.122, -1.595, 0.869], [-0.031, -0.507, 1.216], [2.317, 0.239, 1.695], [-0.986, 0.625, -1.201], [-1.743, 0.508, -3.011], [-2.235, 0.611, -1.909], [-1.316, 0.745, 0.495], [-3.553, 0.821, -1.651], [2.007, 0.299, 2.627], [-0.510, -0.567, 2.191], [1.512, -0.375, -0.403], [2.614, -0.403, -0.796], [0.710, -0.278, -1.040], [1.336, -0.123, 0.918]],
  "lowdin_charge": [0.1168, -0.3764, 0.1095, -0.4441, 0.0845, -0.1408, 0.7931, 0.1660, 0.0046, 0.0520, 0.0485, 0.1990, 0.0327, -0.6453],
  "total_charge": 0
}



Most stable structure - one; separation to the second - 337.5 kJ/mol.



one.
{
  "formula": "C3H7N3S",
  "method": "ωB97M-V/def2-TZVPD",
  "species": ["H", "H", "H", "N", "H", "H", "N", "S", "C", "H", "C", "H", "N", "C"],
  "positions_angstrom": [[2.193, 2.311, -0.232], [3.486, 0.534, 0.176], [-1.812, 1.019, -0.986], [2.477, 0.307, 0.120], [-1.941, -1.584, 0.735], [-3.339, -0.565, 0.427], [0.352, 1.477, -0.073], [2.171, -1.337, -0.205], [-1.473, 0.231, -0.265], [1.612, -1.708, 0.963], [-2.394, -0.918, 0.022], [-2.639, -1.457, -0.883], [-0.326, 0.309, 0.272], [1.634, 1.381, -0.073]],
  "lowdin_charge": [0.1141, 0.0832, 0.1212, -0.4215, 0.0632, 0.0687, -0.0149, 0.7224, -0.2252, -0.1449, -0.0803, 0.0664, -0.0469, -0.3056],
  "total_charge": 0,
  "smiles": "C/C=N/N=C\\NS"
}



two.
{
  "formula": "C3H7N3S",
  "method": "ωB97M-V/def2-TZVPD",
  "species": ["S", "H", "H", "C", "C", "N", "H", "H", "H", "N", "H", "N", "H", "C"],
  "positions_angstrom": [[-0.140, -0.106, -1.328], [1.350, -1.252, 2.282], [-0.979, -0.024, -3.114], [1.857, 0.360, 1.014], [-0.381, -0.425, 1.300], [-1.058, -0.037, 0.313], [-2.423, 0.466, -2.177], [-2.022, -1.221, -2.290], [-0.909, -0.253, 2.276], [1.748, 1.621, 0.625], [2.961, -0.043, 1.071], [0.992, -0.578, 1.530], [0.590, 1.783, 0.777], [-1.587, -0.290, -2.279]],
  "lowdin_charge": [0.8201, 0.1733, -0.0150, -0.4035, -0.3945, -0.1681, 0.0756, 0.0003, 0.1262, 0.0391, 0.1331, -0.0180, 0.0999, -0.4686],
  "total_charge": 0,
  "smiles": "[H]/N=C\\N/C=N\\SC"
}



three.
{
  "formula": "C3H7N3S",
  "method": "ωB97M-V/def2-TZVPD",
  "species": ["H", "H", "C", "H", "N", "S", "N", "H", "H", "C", "N", "H", "H", "C"],
  "positions_angstrom": [[-1.455, 1.399, 1.636], [1.271, 1.122, 1.513], [-0.001, 0.186, -2.039], [0.142, 1.636, -0.019], [-0.969, 1.007, -1.749], [-1.125, 0.139, 1.592], [1.559, -1.220, 0.785], [0.267, 0.363, -3.059], [0.961, -1.642, -1.823], [0.945, -0.455, 0.028], [0.569, -0.815, -1.285], [1.589, -2.374, 0.560], [-1.275, 0.905, -0.760], [0.455, 0.863, 0.714]],
  "lowdin_charge": [-0.1758, 0.1142, -0.3048, 0.0478, 0.0698, 0.7002, 0.0662, 0.0977, 0.1738, -0.5911, 0.0599, 0.1461, -0.0217, -0.3823],
  "total_charge": 0,
  "smiles": "[H]/N=C\\N/C(CS)=N\\[H]"
}



Most stable structure - one; separation to the second - 44.9 kJ/mol.